Entry from OMol25: a 15-piece molecular cluster, C15H60N30O15 overall (ωB97M-V with the def2-TZVPD basis set).

Geometry as ORCA input:
```
! wB97M-V def2-TZVPD RIJCOSX def2/J DEFGRID3
* xyz 0 1
C -2.727 3.609 1.731
O -2.914 3.458 2.913
N -3.611 4.397 1.011
N -1.740 3.136 0.984
H -3.842 5.080 1.779
H -3.225 4.768 0.137
H -1.351 2.321 1.404
H -1.810 3.337 0.000
C -3.708 0.771 -3.395
O -3.780 -0.288 -3.927
N -2.962 0.980 -2.282
N -4.247 1.894 -4.019
H -2.497 0.221 -1.852
H -3.063 1.839 -1.821
H -4.452 2.640 -3.352
H -5.017 1.481 -4.544
C 1.542 -3.324 2.760
O 0.813 -2.323 2.706
N 2.764 -3.290 3.302
N 1.136 -4.598 2.414
H 3.179 -2.410 3.436
H 3.423 -3.988 3.006
H 0.233 -4.792 2.000
H 1.789 -5.335 2.262
C -2.704 -0.692 4.227
O -3.582 -0.976 4.967
N -2.681 0.450 3.400
N -1.606 -1.553 4.125
H -2.012 0.518 2.661
H -3.396 1.148 3.628
H -0.934 -1.410 3.375
H -1.641 -2.346 4.772
C 3.659 0.074 4.275
O 4.233 -0.697 3.507
N 4.288 1.167 4.827
N 2.363 -0.041 4.629
H 5.185 1.528 4.796
H 3.743 1.837 5.428
H 1.768 0.694 4.988
H 1.794 -0.539 3.942
C 1.917 -4.949 -1.175
O 3.173 -4.872 -1.060
N 1.110 -3.804 -1.233
N 1.100 -6.097 -1.266
H 1.504 -2.921 -1.180
H 0.070 -3.877 -1.071
H 0.203 -5.945 -1.676
H 1.546 -6.992 -1.558
C 3.958 2.242 0.078
O 2.781 2.110 -0.259
N 4.247 2.939 1.222
N 5.002 1.747 -0.658
H 3.505 3.240 1.851
H 5.147 3.373 1.439
H 4.641 0.985 -1.222
H 5.822 1.452 -0.145
C -0.068 4.241 -1.266
O -1.095 4.656 -1.756
N 0.653 3.256 -1.795
N 0.450 4.800 -0.035
H 0.504 2.995 -2.862
H 1.647 3.126 -1.542
H 1.113 4.188 0.470
H -0.263 5.363 0.418
C -4.577 -1.520 1.385
O -4.031 -1.334 0.322
N -5.434 -0.648 1.993
N -4.500 -2.727 2.030
H -5.624 -0.815 2.916
H -5.621 0.280 1.631
H -4.638 -2.606 3.023
H -3.703 -3.266 1.798
C 4.024 -1.375 -0.522
O 3.309 -0.984 -1.521
N 3.581 -1.007 0.712
N 5.210 -2.169 -0.691
H 4.001 -1.266 1.592
H 2.764 -0.396 0.694
H 5.113 -2.937 -0.021
H 5.036 -2.620 -1.587
C -0.776 2.275 -5.116
O 0.323 2.364 -4.496
N -1.016 1.242 -5.882
N -1.710 3.289 -5.096
H -0.462 0.474 -5.795
H -1.939 1.181 -6.295
H -2.540 3.197 -5.657
H -1.561 4.061 -4.475
C -0.459 -0.413 0.118
O -0.634 0.099 1.248
N -1.435 -1.067 -0.490
N 0.675 -0.095 -0.592
H -1.212 -1.555 -1.362
H -2.337 -1.168 -0.035
H 0.727 -0.164 -1.616
H 1.219 0.694 -0.313
C 0.711 3.089 3.345
O 1.823 3.291 2.900
N 0.222 1.814 3.416
N 0.038 4.196 3.771
H 0.427 1.190 2.630
H -0.781 1.827 3.697
H 0.511 5.079 3.722
H -0.935 4.142 4.073
C 1.300 -1.335 -4.421
O 0.471 -1.497 -5.388
N 1.487 -0.158 -3.762
N 1.904 -2.322 -3.749
H 1.057 0.698 -4.077
H 2.176 -0.035 -3.023
H 2.298 -3.089 -4.178
H 2.517 -1.872 -3.083
C -2.211 -3.437 -2.397
O -1.767 -4.188 -1.520
N -3.474 -2.966 -2.453
N -1.352 -2.974 -3.339
H -3.564 -2.220 -3.118
H -3.840 -2.683 -1.554
H -1.457 -2.166 -4.046
H -0.407 -3.407 -3.266
*
```

E: -91961.6987 eV
ΔE to the lowest compared entry with this formula, charge and spin: 82.4 kJ/mol
HOMO level: -9.4 eV

---

Entry from OMol25: C8H5AsCl3MnNO6S4Sb as an isolated structure (ωB97M-V with the def2-TZVPD basis set).

Geometry as ORCA input:
```
! wB97M-V def2-TZVPD RIJCOSX def2/J DEFGRID3
* xyz -2 5
Mn 1.142 1.697 0.118
O -3.271 1.823 -0.454
As -1.864 1.265 0.568
O -2.307 1.618 2.072
O -0.705 2.177 -0.189
C -2.062 -0.623 0.131
C -3.337 -1.145 -0.031
C -3.487 -2.488 -0.327
C -2.369 -3.304 -0.459
C -1.098 -2.782 -0.289
C -0.965 -1.444 0.022
S 0.621 -0.661 0.264
O 0.421 0.323 1.345
O 1.543 -1.691 0.627
O 0.875 0.076 -0.971
H -2.937 2.613 -0.890
H -4.180 -0.473 0.074
H -4.476 -2.905 -0.467
H -2.491 -4.351 -0.696
H -0.208 -3.384 -0.395
S 2.430 6.585 0.067
Sb 0.748 5.091 -0.110
S 1.719 3.152 -1.410
S 1.301 3.320 1.571
Cl 3.415 -2.127 -1.669
C 4.460 -0.921 0.101
Cl 5.964 -0.600 -0.676
Cl 4.533 -2.075 1.377
C 3.654 0.157 0.301
N 2.932 1.078 0.394
*
```

expectation value of S²: 6.34
E: -201758.6993 eV
HOMO level (spin up / spin down): -2.0 / -2.1 eV

---

Entry from OMol25: an isolated ion of composition C5H12NO and charge -1 (ωB97M-V with the def2-TZVPD basis set).

Geometry as ORCA input:
```
! wB97M-V def2-TZVPD RIJCOSX def2/J DEFGRID3
* xyz -1 1
C -1.744 1.557 1.050
C -1.171 0.157 0.730
N 0.173 0.216 0.156
C 0.071 0.715 -1.228
C 0.681 -1.184 0.070
C 2.181 -1.319 -0.350
O 2.991 -1.533 0.688
H -1.193 2.403 0.645
H -1.782 1.679 2.134
H -2.763 1.640 0.662
H -1.026 -0.378 1.672
H -1.951 -0.387 0.171
H -0.950 0.889 -1.571
H 0.570 0.028 -1.913
H 0.644 1.639 -1.354
H 0.685 -1.714 1.027
H -0.022 -1.790 -0.537
H 2.447 -0.424 -0.964
H 2.160 -2.193 -1.089
*
```

SMILES: CCN(C)CC[O-]
E: -8915.6635 eV
ΔE to the lowest compared entry with this formula, charge and spin: 135.1 kJ/mol
HOMO level: -2.1 eV

---

Entry from OMol25: a 8-piece molecular cluster, C23H58IN2O9S7 overall (ωB97M-V with the def2-TZVPD basis set).

Geometry as ORCA input:
```
! wB97M-V def2-TZVPD RIJCOSX def2/J DEFGRID3
* xyz 1 1
C -1.469 -3.389 1.830
C -1.773 -3.632 0.347
O -2.736 -4.663 0.206
C -2.427 -2.411 -0.269
O -1.433 -1.386 -0.419
C -1.791 -0.128 -0.234
N -3.059 0.308 0.072
C -3.081 1.639 0.153
N -1.852 2.047 -0.099
C -1.005 0.988 -0.340
C 0.424 1.261 -0.647
C 1.466 0.204 -0.324
C 2.841 0.880 -0.410
I 1.211 -0.550 1.660
H -2.312 -3.744 2.418
H -0.558 -3.901 2.123
H -1.344 -2.327 2.042
H -0.858 -3.883 -0.187
H -2.288 -5.495 0.007
H -2.836 -2.660 -1.246
H -3.238 -2.112 0.396
H -3.897 -0.244 0.240
H -3.928 2.262 0.369
H -1.556 3.015 -0.110
H 0.529 1.562 -1.692
H 0.704 2.140 -0.059
H 1.435 -0.606 -1.046
H 3.631 0.143 -0.495
H 2.877 1.606 -1.217
H 3.017 1.409 0.525
C 7.641 2.688 -1.635
S 6.280 2.652 -2.803
O 5.026 2.669 -1.997
C 6.538 0.956 -3.321
H 7.637 3.661 -1.149
H 7.504 1.898 -0.897
H 8.579 2.550 -2.173
H 6.490 0.301 -2.451
H 7.512 0.871 -3.804
H 5.756 0.695 -4.032
C -1.555 1.584 4.560
S 0.177 1.265 4.934
O 0.203 0.188 5.955
C 0.474 2.819 5.783
H -1.950 0.702 4.057
H -2.101 1.761 5.487
H -1.630 2.449 3.900
H -0.210 2.910 6.627
H 0.337 3.646 5.085
H 1.501 2.809 6.139
C 6.801 -3.677 -1.529
S 7.375 -2.558 -0.246
O 7.201 -1.176 -0.773
C 9.117 -2.959 -0.407
H 5.725 -3.549 -1.623
H 7.288 -3.430 -2.472
H 7.023 -4.703 -1.238
H 9.443 -2.762 -1.428
H 9.271 -4.006 -0.149
H 9.667 -2.327 0.287
C -5.226 -0.643 4.422
S -4.631 -1.100 2.796
O -5.489 -0.438 1.762
C -5.110 -2.826 2.876
H -5.062 0.425 4.552
H -6.290 -0.865 4.495
H -4.663 -1.195 5.173
H -6.184 -2.895 3.046
H -4.561 -3.311 3.684
H -4.854 -3.298 1.929
C -5.083 5.115 -2.593
S -3.809 4.178 -1.753
O -3.522 4.827 -0.441
C -2.482 4.607 -2.885
H -6.004 5.011 -2.024
H -4.793 6.165 -2.638
H -5.223 4.710 -3.594
H -2.356 5.689 -2.908
H -2.723 4.238 -3.881
H -1.567 4.134 -2.531
C -0.547 6.301 -0.449
S 0.680 5.282 0.376
O 0.947 5.885 1.702
C 2.064 5.690 -0.691
H -1.485 6.201 0.094
H -0.234 7.345 -0.459
H -0.675 5.935 -1.464
H 2.233 6.766 -0.663
H 1.851 5.359 -1.708
H 2.942 5.167 -0.315
C -3.780 -9.045 -2.172
S -2.556 -7.895 -2.802
O -2.093 -7.084 -1.642
C -3.708 -6.871 -3.722
H -3.268 -9.753 -1.525
H -4.533 -8.500 -1.602
H -4.238 -9.577 -3.005
H -4.466 -6.476 -3.044
H -4.169 -7.466 -4.509
H -3.145 -6.053 -4.165
*
```

E: -130136.3563 eV
HOMO level: -10.3 eV

---

Entry from OMol25: a single C2H4S molecule (ωB97M-V with the def2-TZVPD basis set).

Geometry as ORCA input:
```
! wB97M-V def2-TZVPD RIJCOSX def2/J DEFGRID3
* xyz 0 3
C 0.117 0.705 -0.050
C 0.136 -0.706 -0.059
S -1.525 -0.014 0.091
H 0.314 1.318 1.119
H 0.400 1.307 -0.973
H 0.166 -1.260 -0.913
H 0.391 -1.349 0.785
*
```

expectation value of S²: 2.00
E: -12967.6628 eV
ΔE to the lowest compared entry with this formula, charge and spin: 256.1 kJ/mol
HOMO level (spin up / spin down): -4.2 / -10.9 eV

---

Entry from OMol25: a single C3H5N3 molecule (ωB97M-V with the def2-TZVPD basis set).

Geometry as ORCA input:
```
! wB97M-V def2-TZVPD RIJCOSX def2/J DEFGRID3
* xyz 0 1
C -1.627 -0.424 -0.001
C -0.167 -0.096 -0.011
C 0.497 1.104 -0.322
N 1.804 0.936 -0.142
N 1.887 -0.318 0.250
N 0.754 -0.987 0.353
H -1.928 -0.756 0.999
H -2.227 0.453 -0.267
H -1.856 -1.229 -0.707
H 0.094 2.051 -0.656
H 2.770 -0.734 0.505
*
```

SMILES: Cc1cn[nH]n1
E: -7661.6835 eV
ΔE to the lowest compared entry with this formula, charge and spin: 74.5 kJ/mol
HOMO level: -9.8 eV

---

Entry from OMol25: C18H26N2OPdS2 as an isolated structure (ωB97M-V with the def2-TZVPD basis set).

Geometry as ORCA input:
```
! wB97M-V def2-TZVPD RIJCOSX def2/J DEFGRID3
* xyz 4 5
Pd 1.224 0.471 2.150
C -1.420 3.577 5.779
C -0.749 2.210 5.822
C -1.230 1.404 7.101
C -1.042 1.297 4.713
C -0.123 0.217 4.419
C -0.427 -0.739 3.470
C -1.690 -0.695 2.785
C -2.115 -1.803 1.911
C -2.563 0.398 3.044
C -2.257 1.349 3.977
H -1.055 4.177 6.611
H -2.502 3.504 5.895
H -1.198 4.113 4.856
H 0.337 2.304 5.931
H -2.308 1.255 7.069
H -0.981 2.033 7.956
H -0.730 0.444 7.213
H 0.759 0.119 5.043
H 0.174 -1.643 3.385
H -1.283 -2.390 1.525
H -2.763 -1.463 1.103
H -2.730 -2.487 2.519
H -3.504 0.446 2.510
H -2.955 2.152 4.176
O -1.083 -1.523 -7.257
S -1.493 -2.260 -8.456
C -2.873 -1.526 -9.385
C -2.197 -1.024 -10.661
C -1.110 -2.040 -11.039
C -0.262 -2.303 -9.795
H -3.318 -0.777 -8.731
H -3.582 -2.335 -9.563
H -1.760 -0.040 -10.488
H -2.942 -0.932 -11.450
H -0.467 -1.656 -11.829
H -1.554 -2.970 -11.396
H 0.434 -1.498 -9.551
H 0.245 -3.265 -9.763
S 2.694 1.992 1.246
C 3.942 1.047 2.023
N 5.251 1.361 1.954
C 6.186 0.593 2.544
C 5.780 -0.532 3.235
C 4.419 -0.805 3.291
N 3.517 -0.015 2.686
H 5.539 2.196 1.441
H 7.219 0.906 2.443
H 6.506 -1.174 3.717
H 4.040 -1.670 3.821
*
```

expectation value of S²: 6.04
E: -49222.3032 eV
ΔE to the lowest compared entry with this formula, charge and spin: 0.0 kJ/mol
HOMO level (spin up / spin down): -19.1 / -19.9 eV

---

Entry from OMol25: C5H5O3Yb as an isolated structure (ωB97M-V with the def2-TZVPD basis set).

Geometry as ORCA input:
```
! wB97M-V def2-TZVPD RIJCOSX def2/J DEFGRID3
* xyz 2 2
O 1.717 -0.103 -1.675
C 1.447 0.829 -0.880
O 1.513 0.588 0.430
Yb 0.808 -2.019 -1.682
H 1.556 1.874 -1.210
O -1.534 -2.655 0.703
C -1.110 -1.728 -0.180
C -1.112 -0.440 -0.055
C -0.748 0.858 0.104
C 0.364 1.195 1.085
H -2.327 -3.086 0.370
H -1.390 1.668 -0.254
H 0.521 2.279 1.162
H 0.297 0.739 2.079
*
```

expectation value of S²: 0.79
E: -42916.5453 eV
ΔE to the lowest compared entry with this formula, charge and spin: 0.0 kJ/mol
HOMO level (spin up / spin down): -17.9 / -18.2 eV

---

Question: Which formula does entry 8 have?
Answer: C5H5O3Yb

---

Question: Which formula does entry 6 have?
Answer: C3H5N3

---

Question: Among the records above, which one has the highest E?
Answer: C3H5N3